63
Properties=species:S:1:pos:R:3 method="wB97M-V/def2-TZVPD" charge=+2 lumo_ev=-7.79 homo_ha=-0.438 spin_multiplicity=1 homo_lumo_gap_ha=0.1522
K -4.8226 21.5965 -19.5795
K -8.2112 19.4235 -22.4755
K -4.7585 17.7420 -23.1276
As -6.9131 18.0685 -19.3080
F -7.7726 17.7100 -17.8741
F -7.9963 17.0420 -20.1993
F -6.0937 18.3993 -20.8790
F -5.7563 19.0977 -18.4692
F -5.8764 16.6969 -19.0919
F -7.9923 19.4634 -19.6593
C -11.2249 16.3407 -19.1771
N -12.5231 15.6693 -19.4047
O -12.5923 14.9558 -20.3765
O -13.4400 15.9245 -18.6835
H -11.0174 16.2875 -18.1121
H -11.1597 17.3417 -19.5941
H -10.4742 15.7947 -19.7475
C -6.3657 17.6417 -14.7335
N -5.7252 16.4774 -15.4139
O -4.8785 16.7358 -16.2637
O -5.9837 15.3566 -15.0585
H -7.2177 17.2116 -14.2051
H -6.8174 18.2898 -15.4768
H -5.6408 18.0582 -14.0460
C -8.5728 14.3747 -22.3539
N -8.1464 15.7342 -22.7983
O -8.9492 16.6488 -22.8084
O -6.9706 15.9079 -23.0806
H -9.4373 14.1375 -22.9726
H -8.8072 14.5285 -21.3027
H -7.7813 13.6601 -22.5415
C -4.5835 13.9043 -17.8959
C -3.3495 14.3660 -18.6596
O -3.0713 13.4900 -19.7566
S -4.0222 12.1908 -19.7195
O -3.1834 11.0299 -19.6509
O -5.0116 12.2851 -20.7598
O -4.7291 12.5472 -18.3379
H -5.4737 14.4660 -18.1661
H -4.3948 13.9181 -16.8284
H -2.4436 14.2114 -18.0579
H -3.2074 15.4366 -18.8183
C -8.3403 14.7520 -17.0788
C -8.4019 13.2375 -16.8398
O -9.4308 13.0680 -15.8569
S -10.0421 14.4736 -15.3234
O -10.1190 14.5509 -13.8953
O -11.2185 14.7160 -16.1184
O -8.7755 15.3143 -15.8622
H -8.8798 15.1475 -17.9450
H -7.3347 15.1081 -17.3056
H -7.4609 12.8637 -16.4355
H -8.7291 12.6192 -17.6737
N -10.6415 19.3108 -17.7110
C -11.8462 19.5990 -18.3044
C -12.8216 19.1159 -17.4710
C -12.1864 18.4393 -16.4252
C -10.8166 18.6304 -16.5272
H -9.7106 19.5594 -17.9942
H -12.0006 20.1166 -19.2372
H -13.8955 19.1621 -17.5355
H -12.6010 17.7220 -15.7307
H -9.9643 18.2001 -16.0316



65
Properties=species:S:1:pos:R:3 method="wB97M-V/def2-TZVPD" charge=0 de_lowest_ev=0.407 lumo_ev="0.39 / 0.39" homo_ha="-0.204 / -0.204" spin_multiplicity=2 homo_lumo_gap_ha="0.2180 / 0.2179"
O 0.2361 2.4146 -2.2254
C 0.6541 2.0646 -3.3085
C 1.4717 2.8775 -4.2634
C 2.1051 4.0647 -3.8685
H 2.0943 4.3490 -2.8155
C 2.7519 4.8809 -4.8173
H 3.2499 5.8085 -4.5174
C 2.7437 4.5117 -6.1753
H 3.1460 5.1847 -6.9404
C 2.1806 3.2861 -6.5605
H 2.2156 2.9688 -7.6068
C 1.5564 2.4807 -5.6036
H 1.1118 1.5298 -5.8804
H 0.4819 1.0263 -3.6533
C -2.7575 1.1763 -2.4805
C -3.2713 0.0290 -1.8248
H -3.4574 1.5179 -3.2735
H -1.7721 0.9186 -2.9232
H -2.5712 2.0023 -1.7655
C -3.6148 -0.9933 -1.1114
C -5.0608 -1.0904 -0.6361
H -2.9567 -1.8251 -0.8133
H -5.7374 -0.5131 -1.2823
H -5.1782 -0.6994 0.3848
H -5.3926 -2.1333 -0.6534
Yb -0.2361 0.1144 0.1867
Cl -1.0314 2.5422 0.4587
Cl 0.5439 -0.8860 -2.1104
C -2.1424 0.7493 2.7142
O -1.3743 -0.1103 2.2316
N -2.8897 0.5251 3.7930
C -2.7015 -0.7050 4.5526
C -3.8664 1.4596 4.3338
H -2.2094 1.7486 2.2374
H -1.9462 -1.3143 4.0579
H -3.6580 -1.2393 4.6097
H -2.3867 -0.4472 5.5724
H -3.9583 2.3282 3.6716
H -3.5547 1.7899 5.3376
H -4.8422 0.9593 4.4335
H 0.0302 -5.7717 1.3940
H 2.2666 -5.3752 0.0045
C -0.4424 -5.0973 0.6683
C 1.6240 -4.7439 -0.6241
N 0.5521 -4.1618 0.1632
H -1.2633 -4.5594 1.1391
C 0.3981 -2.8386 0.2315
O -0.6516 -2.2456 0.5777
H 2.2134 -3.9335 -1.0644
H 1.2901 -2.2497 -0.0593
H -0.8154 -5.7082 -0.1639
H 1.1960 -5.3646 -1.4273
N 5.1557 0.0230 4.1500
C 4.0799 -0.0653 3.3273
C 2.9874 -0.9066 3.6368
C 1.9008 -0.9537 2.7662
N 1.8552 -0.2424 1.6170
C 2.8819 0.5796 1.3263
C 4.0096 0.6985 2.1399
H 5.2291 -0.5167 5.0008
H 5.9394 0.6223 3.9385
H 2.9769 -1.5117 4.5382
H 1.0249 -1.5690 2.9899
H 2.7734 1.1663 0.4061
H 4.8123 1.3727 1.8592



51
Properties=species:S:1:pos:R:3 method="wB97M-V/def2-TZVPD" charge=0 de_lowest_ev=0.000 smiles="CCCCN(CC(=O)Nc1c(C)cccc1CC)C(=O)SCC" lumo_ev=0.61 homo_ha=-0.320 spin_multiplicity=1 homo_lumo_gap_ha=0.3421
C -5.2022 -1.0912 1.0558
C -4.2526 -1.8191 0.1127
C -3.0500 -2.4287 0.8344
C -1.9803 -1.4030 1.2215
N -1.3397 -0.8079 0.0673
C -1.4813 0.4615 -0.3333
O -0.8534 0.9644 -1.2468
S -2.6686 1.4412 0.5802
C -2.5911 2.9765 -0.3964
C -3.4617 2.8929 -1.6340
H -3.0930 2.1142 -2.2982
H -4.4917 2.6689 -1.3645
H -3.4357 3.8417 -2.1661
H -2.9253 3.7602 0.2822
H -1.5441 3.1277 -0.6567
C -0.3313 -1.6132 -0.6066
H -0.6002 -2.6649 -0.5140
H -0.2964 -1.3294 -1.6611
C 1.0407 -1.3941 0.0550
O 1.4944 -2.1795 0.8601
N 1.6282 -0.2504 -0.3462
C 2.8247 0.3015 0.1802
C 2.7473 1.5667 0.7724
C 3.9021 2.1459 1.2737
C 5.1125 1.4816 1.1963
C 5.1754 0.2353 0.6042
C 4.0417 -0.3742 0.0805
C 4.1643 -1.6998 -0.6158
C 3.9801 -1.5579 -2.1279
H 4.0964 -2.5248 -2.6120
H 4.7229 -0.8749 -2.5357
H 2.9923 -1.1710 -2.3654
H 5.1551 -2.1127 -0.4173
H 3.4275 -2.3971 -0.2165
H 6.1234 -0.2783 0.5374
H 6.0062 1.9382 1.5948
H 3.8490 3.1215 1.7348
C 1.4299 2.2760 0.8716
H 1.5441 3.2215 1.3956
H 1.0220 2.4794 -0.1194
H 0.7060 1.6656 1.4129
H 1.0542 0.3856 -0.8924
H -1.2019 -1.8929 1.8157
H -2.4238 -0.6098 1.8245
H -2.5972 -3.1898 0.1958
H -3.3864 -2.9243 1.7464
H -4.8001 -2.6201 -0.3888
H -3.9009 -1.1299 -0.6575
H -5.5660 -1.7687 1.8253
H -4.7078 -0.2520 1.5369
H -6.0576 -0.7084 0.5046



33
Properties=species:S:1:pos:R:3 method="wB97M-V/def2-TZVPD" charge=+3 de_lowest_ev=3.256 lumo_ev=-15.42 homo_ha=-0.617 spin_multiplicity=1 homo_lumo_gap_ha=0.0499
Tl 0.9243 -0.8535 -0.2523
C -3.8892 -0.7780 3.3052
O -3.0317 -0.5240 2.5253
N -5.1296 -0.7807 3.0075
N -3.7228 -1.1491 4.5680
H -5.9136 -1.2059 3.4817
H -5.3326 -0.7414 2.0189
H -2.8994 -1.0618 5.1464
H -4.6139 -1.2777 5.0258
C 3.0289 4.6279 -1.4466
O 3.0692 3.4498 -1.0486
N 2.6632 4.9363 -2.5956
N 3.5331 5.6158 -0.7516
H 2.2596 4.1421 -3.0714
H 2.4242 5.8961 -2.8003
H 3.5020 6.5710 -1.0782
H 3.9735 5.3448 0.1160
C 0.3894 1.5850 -5.6250
O 0.5333 1.3637 -4.4118
N 1.3720 1.6030 -6.4262
N -0.7234 1.8626 -6.2283
H 2.2997 1.5986 -6.0269
H 1.2170 2.0425 -7.3222
H -0.6980 2.1109 -7.2070
H -1.5376 2.0966 -5.6785
C 0.9663 -5.3655 3.7795
O 1.2719 -4.3819 3.1758
N 1.6719 -6.4174 4.0291
N -0.2291 -5.5900 4.2464
H 1.2436 -7.0613 4.6787
H 2.6492 -6.4676 3.7795
H -0.7674 -4.7457 4.3790
H -0.5040 -6.4455 4.7076



45
Properties=species:S:1:pos:R:3 method="wB97M-V/def2-TZVPD" charge=0 de_lowest_ev=0.602 smiles="[H]/N=C(/CCSCc1ccc2nc(CN(C)C)[nH]c2c1)NC(N)=O" lumo_ev=0.50 homo_ha=-0.300 spin_multiplicity=1 homo_lumo_gap_ha=0.3180
O 0.3574 -1.8188 -1.6149
N -1.4864 1.0038 2.3744
N -0.8579 -2.1962 -5.5620
S 1.1144 1.9157 -3.6669
C -0.5441 -2.4662 -2.0420
C -0.4245 0.3619 2.7730
C -0.3626 -1.8515 -4.4187
C -1.9478 2.3430 0.3299
C -1.4919 2.7289 -0.9419
C 0.6881 1.7942 -0.4099
C -1.1318 1.6201 1.1735
C 0.1503 1.3174 0.8060
C -0.1575 2.4836 -1.3042
N -1.3928 -3.0363 -1.1466
N -0.7726 -2.6787 -3.4017
N 0.5837 0.5335 1.8615
N 1.1599 -0.6557 4.4423
C 0.3123 3.1082 -2.5882
C 1.4418 -1.9396 5.0863
C 2.0020 0.4806 4.9517
C -0.2790 -0.3394 4.1120
C -0.1487 0.5798 -3.8189
C 0.5406 -0.6690 -4.3713
H -1.4652 -2.9923 -5.5655
H -2.9477 2.5959 0.6336
H -2.1940 3.2376 -1.6058
H 1.7620 1.6307 -0.6794
H -2.3731 -2.9722 -1.3669
H -1.1008 -2.7153 -0.2459
H -1.4902 -3.3367 -3.6451
H 1.4799 0.1811 1.9545
H -0.5418 3.5445 -3.1261
H 1.0073 3.9262 -2.4266
H 1.1978 -1.9526 6.1622
H 2.5098 -2.2029 4.9703
H 0.8527 -2.7334 4.6037
H 1.9276 1.3583 4.3100
H 3.0478 0.1582 4.9833
H 1.7362 0.7739 5.9641
H -0.8411 -1.2524 4.0210
H -0.7364 0.2944 4.8594
H -0.9569 0.8501 -4.5187
H -0.5496 0.3734 -2.8065
H 1.4115 -0.9359 -3.7405
H 0.9111 -0.4502 -5.3585



114
Properties=species:S:1:pos:R:3 method="wB97M-V/def2-TZVPD" charge=+3 de_lowest_ev=0.000 lumo_ev="-9.90 / -9.85" homo_ha="-0.513 / -0.513" spin_multiplicity=3 homo_lumo_gap_ha="0.1490 / 0.1506"
W 0.1569 0.3535 0.1912
C 2.1747 -1.5795 3.6915
Si 0.9088 -0.1588 3.7741
C 1.7685 1.5329 3.7290
C -0.1703 -0.2675 5.3218
C -0.2003 -0.3102 2.2041
C -0.4914 -1.7015 1.7774
C -0.7961 -2.8426 2.5131
C -1.0159 -4.0242 1.8269
C -0.9230 -4.0483 0.4361
C -0.6006 -2.8823 -0.2383
N -0.3934 -1.7435 0.4290
Si -1.9155 0.6226 2.1732
C -2.5058 0.4675 0.3167
C -1.8115 2.4702 2.6279
C -3.1929 -0.3057 3.2045
H 3.1644 -1.2216 3.9455
H 2.2287 -2.0391 2.7059
H 1.9358 -2.3619 4.3975
H 2.6802 1.5042 3.1475
H 2.0498 1.8219 4.7307
H 1.1299 2.3184 3.3448
H 0.4699 -0.2112 6.1897
H -0.7321 -1.1885 5.4017
H -0.8665 0.5576 5.3939
H -0.8583 -2.7976 3.5844
H -1.2630 -4.9234 2.3650
H -1.0928 -4.9548 -0.1123
H -0.5063 -2.8502 -1.3205
H -1.8722 0.7621 -0.5646
H -3.3494 1.1488 0.2264
H -2.8573 -0.5459 0.1178
H -1.3774 3.1035 1.8568
H -1.2688 2.6337 3.5489
H -2.8196 2.8273 2.7975
H -3.2445 -1.3594 2.9603
H -4.1718 0.1234 3.0288
H -2.9810 -0.2135 4.2589
S 0.7067 -0.2743 -2.0912
C 2.4212 -0.2413 -2.2516
N 3.0191 -0.3018 -3.4482
C 4.4690 -0.1680 -3.5314
C 5.1336 -0.9221 -2.3827
N 4.5589 -0.5051 -1.1124
C 5.4834 -0.4608 0.0229
C 6.4619 0.6837 -0.1181
C 5.9933 1.9784 -0.3117
C 6.8845 3.0255 -0.4485
C 8.2485 2.7886 -0.3854
C 8.7184 1.5037 -0.1894
C 7.8282 0.4504 -0.0611
C 3.2498 -0.2094 -1.0269
S 2.5263 0.1119 0.4975
C 2.3121 -0.3309 -4.7351
C 2.7148 0.8410 -5.5906
C 2.1936 2.1025 -5.3410
C 2.5601 3.1710 -6.1331
C 3.4416 2.9848 -7.1821
C 3.9643 1.7321 -7.4360
C 3.6047 0.6600 -6.6398
H 4.7136 0.9052 -3.5079
H 4.7910 -0.5693 -4.4961
H 6.2052 -0.6901 -2.3544
H 5.0075 -2.0130 -2.4750
H 6.0117 -1.4169 0.0265
H 4.8976 -0.3813 0.9442
H 4.9306 2.1702 -0.3403
H 6.5234 4.0300 -0.5921
H 8.9415 3.6050 -0.4873
H 9.7764 1.3191 -0.1381
H 8.2023 -0.5457 0.0907
H 1.2340 -0.3492 -4.5300
H 2.5929 -1.2728 -5.2205
H 1.4831 2.2419 -4.5460
H 2.1489 4.1422 -5.9450
H 3.7105 3.8120 -7.8129
H 4.6362 1.5836 -8.2598
H 3.9866 -0.3225 -6.8676
Cl 7.2157 8.0627 4.1775
C 6.0511 7.3782 3.1155
C 5.5201 8.1362 2.0710
C 4.5884 7.5694 1.2200
C 4.1696 6.2534 1.3912
C 3.1456 5.6010 0.4853
C 1.7641 5.5195 1.1869
N 0.9724 4.4991 0.5424
C -0.0300 4.6412 -0.3613
C -0.3990 3.3780 -0.7347
N 0.3728 2.4663 -0.0493
C 1.2038 3.1969 0.6866
O 2.9327 6.3198 -0.7193
C 3.4839 5.7613 -1.8969
C 3.3458 6.7767 -2.9916
C 4.3234 7.0820 -3.9227
Cl 5.8510 6.3313 -4.0788
S 3.8722 8.3700 -4.9848
C 2.3534 8.4866 -4.2038
C 2.2081 7.5902 -3.1776
C 4.7125 5.5261 2.4444
Cl 4.2093 3.8776 2.6917
C 5.6446 6.0575 3.3077
H 5.8409 9.1534 1.9314
H 4.1824 8.1409 0.4031
H 3.4957 4.5787 0.2693
H 1.2628 6.4823 1.0895
H 1.8435 5.2577 2.2452
H -0.3949 5.5975 -0.6515
H -1.1655 3.0749 -1.4264
H 1.9611 2.8000 1.3468
H 2.9442 4.8245 -2.1444
H 4.5457 5.5213 -1.7494
H 1.6565 9.2300 -4.5164
H 1.3486 7.5476 -2.5439
H 6.0526 5.4715 4.1127



46
Properties=species:S:1:pos:R:3 method="wB97M-V/def2-TZVPD" charge=-1 de_lowest_ev=10.616 lumo_ev=-3.22 homo_ha=-0.298 spin_multiplicity=1 homo_lumo_gap_ha=0.1796
Ca 0.0280 -0.2400 0.3207
C 3.9320 2.0290 1.6618
F 4.4823 2.9269 2.5149
F 2.8095 1.5212 2.1059
F 3.5574 2.6030 0.5328
S 5.2795 0.5461 1.2818
O 5.9590 0.9688 0.0789
O 6.1358 0.3465 2.4370
N 4.0925 -0.7276 1.0601
S 5.1711 -1.8278 0.7802
O 6.0523 -1.7281 -0.4360
O 5.8391 -2.2409 2.0270
C 4.0515 -3.2899 0.2219
F 3.1775 -3.7188 1.1226
F 3.3973 -2.8165 -0.8371
F 4.8294 -4.2670 -0.1492
C 1.0469 -0.2745 -5.3604
F 1.2182 0.7359 -6.1959
F 0.8973 -1.3521 -6.1249
F 2.0899 -0.4895 -4.5056
S -0.6057 -0.0129 -4.3983
O -0.2931 0.8940 -3.2914
O -1.6635 0.5313 -5.1943
N -0.9265 -1.5376 -3.6184
S -2.0846 -2.1595 -4.3591
O -3.4417 -1.8446 -3.8642
O -1.8969 -2.0597 -5.7799
C -1.8079 -4.0491 -3.8577
F -0.7306 -4.5187 -4.3776
F -1.5266 -4.1445 -2.5908
F -2.9378 -4.7644 -4.1447
C -3.2532 1.3714 5.4741
F -1.9293 1.4016 5.6827
F -3.9366 0.6289 6.4359
F -3.7564 2.5789 5.5162
S -3.7092 0.5708 3.7862
O -2.7244 -0.4827 3.6011
O -5.1297 0.1961 3.7593
N -3.1427 1.7153 2.6291
S -4.3888 2.7165 2.3899
O -4.8672 2.5132 0.9805
O -5.4998 2.7792 3.3640
C -3.5843 4.4527 2.3488
F -3.0598 4.8507 3.4915
F -2.6161 4.3931 1.4676
F -4.5341 5.2751 2.0130